[1]
{
  "formula": "C33H41BiN5Se",
  "method": "ωB97M-V/def2-TZVPD",
  "orbital_gap_ev": 4.03,
  "charge": -1,
  "homo_energy_ev": -1.56,
  "largest_force_ev_per_a": 2.36,
  "species": ["Bi", "N", "N", "C", "C", "C", "C", "H", "H", "H", "C", "C", "H", "H", "H", "C", "C", "H", "H", "H", "C", "H", "H", "H", "C", "H", "H", "H", "C", "H", "C", "H", "C", "H", "C", "H", "C", "C", "H", "C", "C", "H", "C", "H", "N", "C", "C", "C", "H", "C", "C", "H", "H", "H", "C", "H", "C", "C", "H", "H", "H", "C", "H", "H", "H", "C", "N", "C", "C", "N", "C", "C", "Se", "H", "H", "H", "H", "H", "H", "H", "H"],
  "xyz": [[0.083, -0.373, 0.730], [-3.771, -1.159, 0.388], [-1.648, 1.873, 0.939], [1.383, 0.237, -2.469], [0.043, 0.511, -2.865], [-0.702, -0.695, -2.762], [-2.157, -0.866, -2.980], [-2.562, -0.017, -3.545], [-2.724, -0.956, -2.036], [-2.349, -1.780, -3.560], [0.179, -1.723, -2.325], [-0.189, -3.138, -2.074], [0.075, -3.779, -2.932], [-1.269, -3.246, -1.913], [0.326, -3.551, -1.194], [1.472, -1.151, -2.150], [2.677, -1.875, -1.680], [2.451, -2.558, -0.847], [3.455, -1.177, -1.349], [3.110, -2.489, -2.485], [-0.479, 1.831, -3.285], [-0.317, 1.995, -4.364], [0.023, 2.655, -2.760], [-1.557, 1.912, -3.099], [2.465, 1.240, -2.329], [3.218, 0.922, -1.596], [2.065, 2.206, -1.990], [2.987, 1.418, -3.285], [-4.561, -2.024, 1.035], [-5.047, -2.794, 0.423], [-4.721, -2.012, 2.429], [-5.301, -2.812, 2.902], [-4.119, -0.999, 3.178], [-4.265, -0.934, 4.263], [-3.347, -0.053, 2.510], [-2.858, 0.781, 3.014], [-3.161, -0.204, 1.117], [-2.139, 0.541, 0.366], [-2.344, 0.653, -0.701], [-0.302, 1.917, 1.125], [-2.182, 3.157, 0.903], [-3.236, 3.331, 0.819], [-1.151, 4.002, 1.029], [-1.138, 5.074, 1.097], [0.029, 3.244, 1.041], [1.333, 3.734, 0.743], [1.498, 4.693, -0.270], [2.804, 5.076, -0.612], [2.948, 5.851, -1.367], [3.920, 4.476, -0.026], [5.306, 4.939, -0.364], [6.004, 4.094, -0.397], [5.683, 5.645, 0.390], [5.314, 5.452, -1.331], [3.721, 3.434, 0.887], [4.584, 2.913, 1.309], [2.437, 3.071, 1.301], [2.277, 1.987, 2.308], [1.527, 2.220, 3.074], [3.243, 1.815, 2.802], [2.017, 1.014, 1.845], [0.363, 5.260, -1.058], [-0.319, 5.865, -0.449], [-0.220, 4.492, -1.590], [0.771, 5.928, -1.825], [1.133, -4.431, 3.314], [0.152, -4.939, 2.380], [0.006, -6.270, 2.004], [-1.055, -6.329, 1.160], [-1.546, -5.036, 1.028], [-2.696, -4.680, 0.220], [-0.819, -4.173, 1.807], [-1.158, -2.384, 2.275], [0.897, -4.733, 4.342], [1.127, -3.337, 3.258], [2.123, -4.812, 3.043], [0.657, -7.039, 2.378], [-1.509, -7.163, 0.658], [-2.685, -5.288, -0.695], [-3.635, -4.867, 0.761], [-2.648, -3.617, -0.040]],
  "forces_ev_per_a": [[0.10, 1.44, -0.20], [-0.58, -0.09, 0.46], [-0.65, -0.80, -0.09], [-0.72, -1.14, 0.15], [0.26, -1.15, 0.72], [1.24, 0.14, 0.30], [-0.46, -0.14, -0.11], [-0.12, -0.15, 0.05], [0.04, -0.01, -0.30], [-0.18, 0.14, 0.00], [0.43, 1.23, -0.05], [-0.07, -0.43, -0.16], [-0.06, -0.14, 0.14], [0.12, -0.01, 0.01], [-0.06, -0.01, -0.03], [-0.96, 0.70, -0.56], [0.26, -0.20, -0.12], [0.06, 0.03, 0.01], [-0.02, -0.13, 0.03], [0.12, -0.03, 0.17], [-0.13, 0.35, -0.32], [-0.11, 0.19, 0.11], [-0.10, -0.08, -0.06], [0.11, 0.11, -0.03], [0.31, 0.30, -0.17], [-0.05, 0.10, -0.10], [0.15, -0.05, -0.02], [0.08, 0.12, 0.17], [0.43, 0.32, 0.78], [0.12, 0.31, 0.21], [-0.36, -0.47, -0.41], [0.15, 0.41, -0.12], [-0.02, 0.57, -0.28], [0.11, -0.10, -0.45], [-0.43, -0.25, -0.11], [-0.05, -0.33, -0.05], [0.41, 0.19, -0.13], [0.68, 1.14, 1.23], [0.21, -0.04, 0.27], [-0.19, -0.23, -2.34], [-0.01, -0.82, -0.01], [-0.16, 0.10, 0.02], [0.26, 0.49, -0.19], [-0.07, -0.09, 0.12], [-0.34, 0.17, 0.97], [0.10, -0.48, -0.33], [0.70, -0.14, 0.24], [-0.14, -0.22, 0.43], [-0.06, -0.22, 0.14], [-0.32, -0.27, 0.14], [0.21, 0.05, -0.06], [-0.09, 0.18, -0.07], [-0.08, -0.12, -0.13], [0.10, -0.12, 0.13], [-0.28, 0.54, -0.15], [-0.24, 0.14, -0.08], [0.20, 0.38, -0.25], [0.50, -0.64, 0.38], [0.11, -0.17, -0.30], [-0.20, 0.13, 0.02], [-0.04, 0.53, 0.34], [-0.27, 0.60, -0.57], [0.15, -0.15, -0.31], [0.12, 0.14, 0.38], [-0.07, -0.13, 0.11], [0.29, 0.01, 0.14], [-0.16, -0.17, -0.24], [-0.39, 0.35, -0.21], [0.38, 0.51, 0.34], [0.53, -0.04, 0.14], [-0.24, 0.04, -0.16], [-0.90, -0.33, 0.47], [0.01, -1.90, 0.03], [-0.02, 0.06, -0.20], [-0.03, -0.29, -0.02], [-0.14, 0.05, 0.04], [0.03, -0.01, -0.06], [0.05, -0.01, -0.09], [0.04, 0.24, 0.23], [0.30, 0.07, -0.03], [0.08, -0.25, 0.08]]
}


[2]
{
  "formula": "C21H22Co2N3O6",
  "method": "ωB97M-V/def2-TZVPD",
  "orbital_gap_ev": 2.66,
  "charge": -1,
  "homo_energy_ev": -0.78,
  "e_above_lowest_ev": 3.083,
  "largest_force_ev_per_a": 5.56,
  "species": ["C", "N", "C", "C", "N", "C", "C", "C", "C", "C", "C", "C", "N", "C", "C", "H", "H", "H", "H", "H", "H", "H", "H", "H", "H", "H", "H", "H", "H", "H", "H", "H", "H", "H", "O", "C", "Co", "C", "O", "C", "O", "C", "C", "C", "Co", "C", "O", "C", "O", "C", "O", "H", "H", "H"],
  "xyz": [[-4.549, 2.359, -1.246], [-3.104, 2.182, -1.385], [-2.380, 3.418, -1.598], [-2.493, 0.996, -1.251], [-1.149, 0.902, -0.963], [-0.211, 0.801, -1.875], [1.134, 1.354, -1.827], [1.723, 1.722, -0.595], [3.053, 2.155, -0.566], [3.774, 2.337, -1.755], [3.182, 1.990, -2.978], [1.885, 1.491, -3.024], [-3.266, -0.127, -1.308], [-4.166, -0.342, -2.459], [-2.692, -1.358, -0.776], [-5.049, 1.414, -1.032], [-4.757, 3.048, -0.415], [-4.972, 2.810, -2.157], [-1.326, 3.214, -1.741], [-2.779, 3.929, -2.482], [-2.512, 4.088, -0.743], [-0.129, -0.822, -0.105], [-0.447, 0.241, -2.825], [1.127, 1.638, 0.323], [3.524, 2.339, 0.400], [4.806, 2.684, -1.738], [3.751, 2.083, -3.912], [1.390, 1.189, -3.967], [-4.470, 0.599, -2.926], [-3.677, -0.970, -3.223], [-5.069, -0.877, -2.134], [-2.267, -1.160, 0.215], [-3.490, -2.101, -0.679], [-1.914, -1.756, -1.449], [5.685, -1.585, 1.976], [4.702, -1.768, 2.554], [3.218, -2.047, 3.447], [3.175, -3.807, 3.264], [3.234, -4.960, 3.207], [4.019, -1.698, 4.967], [4.553, -1.498, 5.969], [2.222, -1.128, 1.989], [1.190, -1.627, 1.263], [0.605, -1.622, -0.052], [0.805, -1.785, 2.962], [0.396, -3.471, 2.777], [0.104, -4.572, 2.564], [-0.817, -1.060, 3.029], [-1.905, -0.662, 3.048], [1.252, -1.917, 4.721], [1.017, -1.990, 5.857], [2.678, -0.149, 1.778], [0.067, -2.578, -0.234], [1.318, -1.547, -0.888]],
  "forces_ev_per_a": [[0.05, 0.22, 0.20], [-0.96, 0.18, -0.02], [0.11, 0.00, -0.03], [4.02, -0.54, 1.07], [-4.97, 1.65, 1.87], [3.39, -0.11, -3.83], [-2.75, -1.17, 0.17], [0.90, 0.47, 0.50], [-0.69, 0.04, -0.17], [0.44, -0.09, 0.31], [-0.76, -0.42, -0.45], [0.77, -0.02, -0.37], [-0.93, -0.77, -0.68], [0.06, -0.27, 0.18], [0.04, 0.12, -0.19], [0.15, 0.22, 0.00], [0.08, -0.03, -0.08], [0.09, -0.19, 0.17], [0.12, -0.12, 0.02], [0.04, -0.07, 0.02], [0.02, -0.04, 0.07], [-0.32, 0.28, 0.01], [0.21, 0.53, 0.49], [0.33, -0.06, -0.36], [-0.04, 0.13, -0.20], [-0.19, -0.07, 0.08], [-0.19, 0.05, 0.36], [0.49, 0.26, 0.52], [0.22, -0.25, 0.12], [-0.01, 0.20, 0.17], [0.13, 0.16, -0.03], [-0.06, -0.07, -0.37], [0.00, 0.10, -0.08], [-0.09, 0.02, 0.27], [-1.24, -0.42, 0.82], [0.96, 0.79, -0.98], [0.86, -0.39, -0.58], [-0.08, -2.37, -0.14], [0.02, 1.40, 0.05], [-0.13, 0.84, 1.53], [-0.16, -0.31, -0.76], [1.39, 1.57, -1.61], [2.21, 0.87, -1.11], [0.18, -1.36, -0.79], [-2.72, -1.81, 3.25], [-1.20, -2.62, -0.55], [0.53, 1.83, 0.36], [-1.47, 1.29, 0.34], [1.69, -0.81, -0.10], [-0.82, 0.77, 1.17], [0.81, -0.15, -1.07], [-0.31, -0.26, -0.24], [-0.11, 0.40, 0.20], [-0.10, 0.38, 0.46]]
}